<1>
Molecular formula: C2H3NOS
Method: DFT, ωB97M-V/def2-TZVPD

Last column: natural (NBO) charge in e.
Positions of all 8 atoms, in Å:
C -0.479 -0.224 0.589  0.07
C 0.839 -2.381 0.084  0.35
N 0.217 -1.425 0.393  -0.57
O 0.363 0.973 0.377  -0.65
S 0.231 1.781 -1.086  0.29
H -0.921 -0.025 1.589  0.22
H -1.356 -0.084 0.023  0.21
H 1.106 1.385 -1.968  0.09

Summary:
Lowest unoccupied orbital energy   0.320 eV
Charge   0

---

<2>
Molecular formula: C2H3NOS
Method: DFT, ωB97M-V/def2-TZVPD

Last column: natural (NBO) charge in e.
Positions of all 8 atoms, in Å:
C 1.484 -0.770 0.112  -0.12
C -0.244 0.891 -0.156  -0.04
N 0.882 0.405 0.222  -0.43
O -2.996 0.427 -0.172  -0.81
S -1.859 -0.436 0.180  0.82
H 2.387 -0.861 0.669  0.20
H 0.882 -1.540 -0.493  0.17
H -0.536 1.884 -0.363  0.21

Summary:
Lowest unoccupied orbital energy (alpha / beta)   -0.901 / -1.022 eV
Charge   0

---

What is the stability order? It is <1>, <2>, from most stable to least stable.